Entry 1:
Density functional theory data (ωB97M-V/def2-TZVPD) for a molecular structure, C36H44IN5O3ReSi at a distorted geometry.

Calculated values
Relative energy (zero: lowest compared OMol25 entry of this formula, charge and spin)   3.0 kJ/mol
E_HOMO (spin up / spin down)   -13.1 / -13.1 eV
Frontier orbital gap (spin up / spin down)   6.989 / 6.534 eV
Calculated total energy   -2562.7306 Ha
⟨S²⟩   0.80

```
! RIJCOSX wB97M-V def2-TZVPD def2/J DEFGRID3
* xyz 2 2
Re -1.67 -0.30 0.35
O 1.85 -2.26 2.39
C 1.12 -3.06 3.21
C 1.84 -3.84 4.11
C 1.18 -4.69 4.98
C -0.21 -4.77 4.97
C -0.93 -4.01 4.08
C -0.28 -3.14 3.19
C -1.10 -2.35 2.27
O -0.52 -1.39 1.55
N -2.38 -2.57 2.15
N -2.88 -1.66 1.26
C -4.13 -1.71 0.93
C -4.56 -0.67 0.02
C -5.87 -0.48 -0.40
C -6.16 0.60 -1.21
C -5.15 1.47 -1.57
C -3.86 1.24 -1.12
N -3.57 0.18 -0.35
H 1.24 -1.82 1.77
H 2.92 -3.78 4.09
H 1.76 -5.29 5.67
H -0.72 -5.43 5.66
H -2.01 -4.06 4.06
H -4.79 -2.47 1.33
H -6.63 -1.18 -0.08
H -7.17 0.76 -1.56
H -5.34 2.34 -2.19
H -3.04 1.90 -1.37
I -3.89 1.48 2.73
C -1.95 1.01 1.93
H -1.38 0.64 2.78
H -1.54 1.96 1.61
C 2.59 3.81 2.53
C 1.29 3.09 2.09
N 1.31 1.69 2.51
C 2.42 0.97 1.88
C 3.76 1.68 2.15
N 3.49 2.78 3.14
C 2.84 2.22 4.38
C 1.47 1.63 3.96
H 2.41 4.58 3.28
H 3.13 4.26 1.69
H 1.18 3.13 1.01
H 0.43 3.58 2.53
H 2.24 0.90 0.80
H 2.45 -0.04 2.28
H 4.18 2.15 1.27
H 4.51 1.02 2.59
H 4.37 3.22 3.40
H 2.75 3.03 5.10
H 3.52 1.47 4.79
H 0.66 2.18 4.43
H 1.40 0.59 4.28
C -0.73 2.92 -2.71
C 0.53 2.09 -2.96
C 1.68 2.59 -2.07
C 0.94 2.25 -4.43
Si 0.15 0.31 -2.47
O -0.65 0.47 -0.95
C 1.65 -0.77 -2.22
C 1.69 -1.69 -1.17
C 2.73 -2.60 -1.03
C 3.76 -2.61 -1.95
C 3.75 -1.71 -3.01
C 2.71 -0.80 -3.14
C -1.02 -0.56 -3.63
C -0.75 -0.65 -5.00
C -1.60 -1.33 -5.86
C -2.73 -1.96 -5.37
C -3.00 -1.93 -4.01
C -2.15 -1.23 -3.16
H -0.56 3.97 -2.99
H -1.02 2.91 -1.66
H -1.57 2.56 -3.31
H 1.89 3.64 -2.29
H 2.60 2.02 -2.24
H 1.42 2.51 -1.02
H 1.29 3.27 -4.60
H 0.09 2.09 -5.10
H 1.74 1.58 -4.74
H 0.88 -1.73 -0.45
H 2.73 -3.31 -0.21
H 4.57 -3.32 -1.86
H 4.54 -1.72 -3.74
H 2.73 -0.11 -3.97
H 0.14 -0.19 -5.41
H -1.36 -1.38 -6.91
H -3.40 -2.49 -6.04
H -3.87 -2.45 -3.61
H -2.38 -1.24 -2.10
*
```

Mulliken atomic charge list, values in e, 5 entries:
1 Re -1.009
2 O -0.596
3 C 0.420
4 C -0.626
5 C -0.371

Entry 2:
Density functional theory data (ωB97M-V/def2-TZVPD) for 11 unconnected molecules or ions with the total composition C36H44N12 at a distorted geometry.

Calculated values
SMILES string   c1ccc(CCc2ccc3nccnc3c2)cc1.CC#N.CC#N.CC#N.CC#N.CC#N.CC#N.CC#N.CC#N.CC#N.CC#N
E_HOMO   -9.0 eV
Frontier orbital gap   8.494 eV
Calculated total energy   -2055.1759 Ha

```
! RIJCOSX wB97M-V def2-TZVPD def2/J DEFGRID3
* xyz 0 1
C -2.66 -3.75 1.68
C -1.38 -3.79 2.21
C -0.31 -3.56 1.37
C -0.46 -3.30 0.01
C 0.82 -3.11 -0.80
C 0.68 -2.10 -1.97
C 0.91 -0.70 -1.41
C 2.28 -0.31 -1.14
C 2.47 0.93 -0.63
C 1.40 1.83 -0.35
N 1.72 3.05 0.16
C 0.67 3.83 0.35
C -0.66 3.42 0.06
N -1.02 2.23 -0.40
C 0.08 1.44 -0.60
C -0.12 0.14 -1.14
C -1.75 -3.24 -0.52
C -2.83 -3.47 0.33
H -3.54 -3.93 2.30
H -1.23 -3.98 3.27
H 0.70 -3.58 1.78
H 1.59 -2.72 -0.12
H 1.16 -4.10 -1.13
H -0.29 -2.16 -2.47
H 1.50 -2.27 -2.68
H 3.10 -0.99 -1.36
H 3.50 1.27 -0.45
H 0.86 4.83 0.74
H -1.46 4.14 0.24
H -1.13 -0.22 -1.35
H -1.91 -3.02 -1.57
H -3.85 -3.42 -0.04
C -5.73 -1.18 3.64
C -5.98 -2.33 2.78
N -6.18 -3.24 2.10
H -5.20 -0.40 3.10
H -6.65 -0.76 4.02
H -5.11 -1.46 4.49
C 4.60 2.14 2.18
C 6.02 2.15 2.47
N 7.15 2.16 2.70
H 4.36 2.80 1.35
H 4.26 1.14 1.91
H 4.01 2.47 3.03
C 4.60 0.16 -4.68
C 5.16 0.01 -3.35
N 5.60 -0.11 -2.29
H 4.27 -0.80 -5.08
H 3.74 0.83 -4.67
H 5.34 0.57 -5.37
C -3.41 1.31 -2.55
C -3.61 0.11 -3.34
N -3.76 -0.84 -3.97
H -2.94 2.11 -3.13
H -4.35 1.70 -2.16
H -2.76 1.12 -1.69
C -3.32 -4.83 -3.97
C -1.91 -4.91 -3.62
N -0.79 -4.96 -3.34
H -3.49 -4.12 -4.78
H -3.70 -5.80 -4.29
H -3.91 -4.51 -3.11
C 8.58 2.80 -0.12
C 8.49 2.97 -1.57
N 8.41 3.10 -2.70
H 8.67 1.75 0.16
H 9.45 3.32 0.29
H 7.70 3.20 0.38
C 1.85 -7.03 -3.70
C 3.06 -7.14 -2.90
N 4.02 -7.23 -2.27
H 2.07 -6.94 -4.76
H 1.21 -7.90 -3.58
H 1.26 -6.16 -3.41
C -7.87 2.32 3.13
C -6.46 2.24 3.49
N -5.35 2.18 3.77
H -8.03 3.02 2.32
H -8.25 1.35 2.80
H -8.47 2.64 3.97
C 3.63 6.99 -0.35
C 2.62 7.38 0.63
N 1.83 7.68 1.41
H 3.29 7.19 -1.36
H 4.56 7.53 -0.20
H 3.85 5.92 -0.28
C -4.08 2.98 6.66
C -4.47 3.60 7.92
N -4.79 4.09 8.91
H -4.89 2.99 5.94
H -3.24 3.51 6.21
H -3.78 1.94 6.81
*
```

Mulliken atomic charge list, values in e, 5 entries:
1 C -0.436
2 C -0.782
3 C -0.427
4 C 0.596
5 C -0.905

Entry 3:
Density functional theory data (ωB97M-V/def2-TZVPD) for a molecular structure, C36H44N7Re at a distorted geometry.

Calculated values
Relative energy (zero: lowest compared OMol25 entry of this formula, charge and spin)   109.9 kJ/mol
E_HOMO (spin up / spin down)   -9.7 / -9.5 eV
Frontier orbital gap (spin up / spin down)   7.003 / 6.915 eV
Calculated total energy   -1859.5227 Ha
⟨S²⟩   0.99

```
! RIJCOSX wB97M-V def2-TZVPD def2/J DEFGRID3
* xyz 1 2
Re -0.23 -0.46 -0.54
C -4.15 5.05 1.66
C -3.11 4.15 1.06
C -1.80 4.58 0.86
C -0.86 3.74 0.32
C -1.17 2.43 -0.12
N -0.17 1.60 -0.59
C 0.96 2.18 -1.19
C 0.82 3.19 -2.15
C 1.91 3.82 -2.72
C 3.21 3.45 -2.37
C 4.41 4.11 -2.99
C 3.36 2.41 -1.47
C 2.27 1.78 -0.88
N 2.53 0.73 0.04
C 3.62 0.60 0.82
C 3.54 -0.61 1.47
C 2.34 -1.18 1.02
N 1.73 -0.36 0.16
C -2.51 2.01 0.05
C -3.42 2.86 0.69
N -3.01 0.79 -0.47
C -4.33 0.53 -0.68
C -4.44 -0.71 -1.25
C -3.13 -1.17 -1.37
N -2.27 -0.26 -0.89
H -3.98 6.08 1.38
H -4.13 4.99 2.75
H -5.15 4.76 1.33
H -1.51 5.58 1.15
H 0.16 4.08 0.20
H -0.18 3.48 -2.45
H 1.75 4.59 -3.46
H 4.15 5.09 -3.39
H 4.79 3.50 -3.81
H 5.20 4.22 -2.25
H 4.36 2.08 -1.23
H 4.36 1.38 0.91
H 4.24 -1.03 2.16
H 1.90 -2.13 1.27
H -4.42 2.50 0.90
H -5.11 1.24 -0.48
H -5.34 -1.21 -1.54
H -2.77 -2.09 -1.79
C 1.86 -1.53 -2.92
C 0.65 -2.46 -2.78
C -0.28 -2.18 -3.99
C -0.12 -2.18 -1.52
C 1.03 -3.95 -2.80
C 2.35 -4.38 -2.73
C 2.66 -5.73 -2.74
C 1.66 -6.68 -2.81
C 0.34 -6.27 -2.89
C 0.03 -4.92 -2.88
H 1.53 -0.49 -2.97
H 2.41 -1.75 -3.84
H 2.53 -1.64 -2.07
H -0.51 -1.11 -4.04
H -1.21 -2.73 -3.93
H 0.23 -2.48 -4.91
H -0.77 -3.03 -1.28
H 3.16 -3.66 -2.68
H 3.69 -6.04 -2.68
H 1.90 -7.74 -2.82
H -0.46 -7.00 -2.95
H -1.01 -4.62 -2.95
C 0.82 1.35 3.13
C -0.65 1.00 2.93
N -1.08 -0.22 3.61
C -1.24 -0.15 5.06
C -0.05 -0.69 5.85
C -1.40 -1.32 2.91
C -1.97 -2.49 3.66
N -1.27 -1.36 1.62
H 1.05 2.26 2.58
H 1.46 0.54 2.77
H 1.05 1.52 4.18
H -0.83 0.85 1.87
H -1.27 1.83 3.27
H -2.13 -0.70 5.35
H -1.40 0.90 5.33
H 0.28 -1.65 5.46
H -0.33 -0.83 6.90
H 0.81 -0.01 5.82
H -2.97 -2.27 4.02
H -1.35 -2.77 4.50
H -2.04 -3.35 2.99
H -1.62 -2.23 1.24
*
```

Mulliken atomic charge list, values in e, 5 entries:
1 Re 1.249
2 C -1.647
3 C 0.226
4 C -1.121
5 C 0.121

Entry 4:
Density functional theory data (ωB97M-V/def2-TZVPD) for 9 unconnected molecules or ions with the total composition C36H45F27O18 at a distorted geometry.

Calculated values
Relative energy (zero: lowest compared OMol25 entry of this formula, charge and spin)   581.2 kJ/mol
SMILES string   CCOC(=O)C(F)(F)F.CCOC(=O)C(F)(F)F.CCOC(=O)C(F)(F)F.CCOC(=O)C(F)(F)F.CCOC(=O)C(F)(F)F.CCOC(=O)C(F)(F)F.CCOC(=O)C(F)(F)F.CCOC(=O)C(F)(F)F.CCOC(=O)C(F)(F)F
E_HOMO   -11.1 eV
Frontier orbital gap   11.461 eV
Calculated total energy   -5449.4376 Ha

```
! RIJCOSX wB97M-V def2-TZVPD def2/J DEFGRID3
* xyz 0 1
C -28.44 -4.78 -7.34
C -28.90 -4.83 -5.87
O -28.82 -3.56 -5.26
C -29.83 -2.63 -5.42
O -30.91 -2.94 -5.99
C -29.66 -1.27 -4.76
F -30.55 -1.02 -3.84
F -28.42 -1.11 -4.26
F -29.83 -0.40 -5.70
H -29.13 -4.19 -7.96
H -28.27 -5.76 -7.78
H -27.41 -4.46 -7.49
H -28.15 -5.45 -5.39
H -29.92 -5.21 -5.96
C -14.38 -0.34 -2.65
C -15.78 -0.59 -2.14
O -15.68 -1.58 -1.13
C -15.95 -2.84 -1.37
O -16.18 -3.29 -2.50
C -15.89 -3.80 -0.11
F -15.43 -3.15 0.95
F -17.12 -4.31 0.13
F -15.20 -4.89 -0.35
H -14.39 0.51 -3.33
H -13.95 -1.24 -3.08
H -13.62 -0.11 -1.89
H -16.36 -1.04 -2.95
H -16.26 0.28 -1.70
C -14.18 -7.03 -9.61
C -14.03 -7.08 -11.19
O -13.35 -8.34 -11.38
C -12.58 -8.64 -12.48
O -12.63 -7.89 -13.41
C -11.65 -9.88 -12.43
F -11.28 -10.20 -11.14
F -12.34 -10.95 -12.90
F -10.60 -9.60 -13.21
H -14.89 -7.73 -9.18
H -14.49 -6.07 -9.21
H -13.21 -7.42 -9.28
H -13.51 -6.17 -11.47
H -14.96 -7.15 -11.76
C -20.13 -8.78 -3.03
C -20.84 -7.51 -3.62
O -21.34 -6.73 -2.54
C -21.97 -5.58 -2.72
O -22.11 -5.05 -3.80
C -22.51 -4.92 -1.44
F -22.49 -5.66 -0.33
F -21.69 -3.87 -1.09
F -23.71 -4.51 -1.68
H -19.16 -8.55 -2.59
H -19.91 -9.52 -3.80
H -20.84 -9.30 -2.39
H -21.71 -7.86 -4.17
H -20.11 -7.00 -4.26
C -23.08 5.28 0.38
C -23.31 3.99 -0.40
O -22.83 4.03 -1.73
C -23.54 4.54 -2.74
O -24.71 4.88 -2.64
C -22.71 4.64 -4.04
F -22.42 5.99 -4.19
F -21.67 3.90 -3.92
F -23.44 4.22 -5.07
H -23.44 5.13 1.40
H -23.49 6.23 0.05
H -22.00 5.45 0.44
H -24.37 3.77 -0.38
H -22.83 3.12 0.07
C -21.25 -16.87 1.12
C -19.91 -16.82 0.48
O -18.91 -16.90 1.49
C -17.68 -16.66 1.15
O -17.22 -16.14 0.21
C -16.77 -16.93 2.32
F -17.34 -17.59 3.28
F -15.76 -17.68 1.80
F -16.24 -15.75 2.74
H -22.06 -16.64 0.43
H -21.32 -16.21 1.99
H -21.57 -17.82 1.57
H -19.73 -15.92 -0.10
H -19.77 -17.60 -0.27
C -10.78 -12.72 -0.35
C -10.69 -13.76 -1.42
O -11.55 -13.47 -2.53
C -11.55 -14.28 -3.62
O -10.78 -15.22 -3.84
C -12.57 -13.87 -4.72
F -13.52 -14.79 -4.80
F -13.14 -12.73 -4.40
F -11.98 -13.84 -5.89
H -11.13 -11.79 -0.81
H -9.81 -12.48 0.10
H -11.56 -12.87 0.39
H -11.06 -14.76 -1.20
H -9.69 -13.79 -1.86
C -23.37 -19.24 -10.41
C -24.47 -18.24 -10.04
O -23.88 -17.42 -9.07
C -24.47 -16.26 -8.84
O -25.30 -15.75 -9.62
C -24.10 -15.60 -7.49
F -22.86 -15.48 -7.23
F -24.47 -14.35 -7.40
F -24.73 -16.34 -6.54
H -22.37 -18.85 -10.59
H -23.62 -19.93 -11.22
H -23.13 -19.85 -9.54
H -25.34 -18.77 -9.66
H -24.93 -17.75 -10.90
C -32.56 -4.79 0.07
C -33.86 -5.42 -0.61
O -34.82 -4.38 -0.95
C -35.83 -4.79 -1.81
O -35.88 -5.94 -2.30
C -36.88 -3.68 -2.23
F -36.69 -2.65 -1.44
F -36.56 -3.42 -3.51
F -38.14 -4.12 -2.05
H -31.74 -5.51 0.04
H -32.69 -4.39 1.08
H -32.17 -3.91 -0.45
H -34.30 -5.98 0.21
H -33.62 -6.10 -1.43
*
```

Mulliken atomic charge list, values in e, 5 entries:
1 C -1.200
2 C -0.145
3 O -0.268
4 C 0.399
5 O -0.544

Question: The highest calculated total energy belongs to which entry?
Answer: C36H44N7Re